[1]
Entry from the OMol25 dataset: 2 unconnected molecules or ions with the total composition C3H4OS2 (ωB97M-V/def2-TZVPD).

Cartesian coordinates (Å):
C -1.08 0.84 -0.21
C 0.74 -0.66 -0.84
C -0.89 0.62 1.19
O -1.71 1.29 -1.10
S 1.12 -1.65 0.42
S 1.54 -0.79 -2.39
H -1.62 0.91 1.91
H -0.60 -0.40 1.47
H -0.07 1.25 1.35
H 2.57 -1.42 -1.81

2S+1 ... 3
DFT total energy ... -988.1288 Eh
Expectation value of S² ... 2.02
Frontier orbital gap (alpha / beta) ... 5.531 / 7.201 eV
ΔE to the lowest compared entry with this formula, charge and spin ... 39.28 kcal per mole
Highest occupied orbital energy (alpha / beta) ... -5.96 / -9.09 eV
LUMO (alpha / beta) ... -0.425 / -1.889 eV
Strongest force on any atom ... 2.8 eV/A



[2]
Entry from the OMol25 dataset: C3H4OS3 in the gas phase (ωB97M-V/def2-TZVPD).

Cartesian coordinates (Å):
S 0.35 1.55 -1.93
C 0.15 0.53 -0.67
S 0.11 -1.18 -0.98
C 0.09 -1.97 0.67
O -0.72 -1.34 1.60
C -0.15 -0.17 2.09
S -0.19 1.23 0.90
H -0.31 -2.99 0.47
H 1.12 -2.08 1.05
H 0.91 -0.34 2.40
H -0.72 0.17 2.96

DFT total energy ... -1386.4795 Eh
Frontier orbital gap ... 8.496 eV
ΔE to the lowest compared entry with this formula, charge and spin ... 16.00 kcal per mole
Highest occupied orbital energy ... -8.81 eV
LUMO ... -0.317 eV
Strongest force on any atom ... 0.9 eV/A



[3]
Entry from the OMol25 dataset: a molecular structure, C3H4OSr (ωB97M-V/def2-TZVPD).

Cartesian coordinates (Å):
C -0.99 1.22 0.27
C -0.81 -0.11 0.42
C 0.23 -0.72 -0.35
O 1.44 -0.57 -0.11
Sr 3.67 -1.16 -0.81
H -1.64 1.78 0.93
H -0.46 1.78 -0.51
H -1.32 -0.69 1.19
H -0.11 -1.52 -1.04

DFT total energy ... -222.0102 Eh
Total charge ... +2
Frontier orbital gap ... 7.481 eV
Highest occupied orbital energy ... -17.34 eV
LUMO ... -9.862 eV
Strongest force on any atom ... 2.4 eV/A



[4]
Entry from the OMol25 dataset: 2 unconnected molecules or ions with the total composition C3H4S (ωB97M-V/def2-TZVPD).

Cartesian coordinates (Å):
C 2.46 1.22 0.34
C -0.99 -0.79 0.13
C -0.62 0.48 -0.26
S 2.50 -0.28 0.01
H -0.61 -1.33 0.95
H -1.91 -1.28 -0.24
H -1.07 0.86 -1.10
H 0.25 1.12 0.17

DFT total energy ... -514.7585 Eh
Frontier orbital gap ... 9.767 eV
ΔE to the lowest compared entry with this formula, charge and spin ... 52.75 kcal per mole
Highest occupied orbital energy ... -9.92 eV
LUMO ... -0.150 eV
Strongest force on any atom ... 4.0 eV/A



[5]
Entry from the OMol25 dataset: C3H4S in the gas phase (ωB97M-V/def2-TZVPD).

Cartesian coordinates (Å):
C 0.38 0.44 -0.92
C -0.88 0.76 -0.97
C 1.72 -0.55 0.60
S 2.06 0.19 -0.99
H -1.22 0.79 -2.03
H -1.53 0.85 -0.12
H 1.52 0.15 1.46
H 1.33 -1.55 0.55

DFT total energy ... -514.7261 Eh
Frontier orbital gap (alpha / beta) ... 8.122 / 8.137 eV
ΔE to the lowest compared entry with this formula, charge and spin ... 73.06 kcal per mole
Highest occupied orbital energy (alpha / beta) ... -8.02 / -8.03 eV
LUMO (alpha / beta) ... 0.099 / 0.103 eV
Strongest force on any atom ... 4.2 eV/A



[6]
Entry from the OMol25 dataset: a molecular structure, C3H4S (ωB97M-V/def2-TZVPD).

Cartesian coordinates (Å):
C 0.70 -0.14 0.10
C -0.08 -1.10 0.58
C -0.31 0.74 -0.52
S -1.62 -0.41 0.02
H 1.83 0.01 0.26
H 0.13 -1.85 1.23
H -0.39 1.70 0.16
H -0.26 1.05 -1.84

DFT total energy ... -514.8004 Eh
Frontier orbital gap ... 9.377 eV
ΔE to the lowest compared entry with this formula, charge and spin ... 26.44 kcal per mole
Highest occupied orbital energy ... -8.46 eV
LUMO ... 0.920 eV
Strongest force on any atom ... 4.5 eV/A



[7]
Entry from the OMol25 dataset: C3H4S in the gas phase (ωB97M-V/def2-TZVPD).

Cartesian coordinates (Å):
C 0.58 -0.08 -0.05
C -0.39 1.16 -0.01
C -0.38 -1.24 -0.09
S -1.63 -0.04 -0.04
H 1.16 0.14 -0.84
H 1.18 0.04 0.77
H -0.25 2.13 -0.38
H -0.26 -2.10 0.63

DFT total energy ... -514.7335 Eh
Frontier orbital gap (alpha / beta) ... 8.232 / 7.937 eV
ΔE to the lowest compared entry with this formula, charge and spin ... 68.41 kcal per mole
Highest occupied orbital energy (alpha / beta) ... -8.00 / -7.87 eV
LUMO (alpha / beta) ... 0.233 / 0.070 eV
Strongest force on any atom ... 5.4 eV/A



[8]
Entry from the OMol25 dataset: C3H4S2 in the gas phase (ωB97M-V/def2-TZVPD).

Cartesian coordinates (Å):
C -1.12 0.06 -0.25
C 0.21 -0.45 0.23
S 0.36 -2.00 0.90
C 1.36 0.37 0.21
S 1.61 1.70 -0.68
H -1.16 0.47 -1.16
H -1.97 -0.77 -0.44
H -1.59 0.66 0.51
H 2.29 -0.04 0.69

DFT total energy ... -913.0094 Eh
Frontier orbital gap ... 6.982 eV
ΔE to the lowest compared entry with this formula, charge and spin ... 32.03 kcal per mole
Highest occupied orbital energy ... -9.21 eV
LUMO ... -2.232 eV
Strongest force on any atom ... 5.1 eV/A



[9]
Entry from the OMol25 dataset: C3H4S2 in the gas phase (ωB97M-V/def2-TZVPD).

Cartesian coordinates (Å):
C 0.62 0.88 0.45
C 0.12 -0.03 -0.69
S -0.02 0.42 -2.27
C -0.61 -1.11 -0.19
S -0.51 -1.97 1.25
H 0.65 0.28 1.40
H -0.22 1.58 0.68
H 1.55 1.35 0.18
H -1.56 -1.39 -0.80

DFT total energy ... -913.0115 Eh
Frontier orbital gap ... 6.912 eV
ΔE to the lowest compared entry with this formula, charge and spin ... 30.75 kcal per mole
Highest occupied orbital energy ... -9.16 eV
LUMO ... -2.244 eV
Strongest force on any atom ... 5.8 eV/A



[10]
Entry from the OMol25 dataset: C3H4S2 in the gas phase (ωB97M-V/def2-TZVPD).

Cartesian coordinates (Å):
C -1.11 -0.12 0.91
S -1.51 1.19 -0.28
C 0.05 0.40 -0.05
C 1.04 -0.26 -0.90
S 1.70 0.95 0.30
H -1.52 -1.09 0.70
H -1.07 0.19 1.95
H 1.29 -1.29 -0.70
H 1.12 0.03 -1.93

DFT total energy ... -913.0223 Eh
Frontier orbital gap ... 9.556 eV
ΔE to the lowest compared entry with this formula, charge and spin ... 23.97 kcal per mole
Highest occupied orbital energy ... -8.79 eV
LUMO ... 0.767 eV
Strongest force on any atom ... 2.8 eV/A



[11]
Entry from the OMol25 dataset: C3H4S2 in the gas phase (ωB97M-V/def2-TZVPD).

Cartesian coordinates (Å):
S 2.83 -0.48 0.10
C 1.23 -0.50 -0.23
C 0.06 0.04 0.58
C -1.07 0.67 -0.15
S -1.28 -1.12 0.10
H 0.78 -0.92 -1.22
H 0.09 0.03 1.63
H -1.07 0.89 -1.20
H -1.57 1.40 0.39

DFT total energy ... -913.0138 Eh
Frontier orbital gap ... 8.510 eV
ΔE to the lowest compared entry with this formula, charge and spin ... 29.28 kcal per mole
Highest occupied orbital energy ... -8.86 eV
LUMO ... -0.354 eV
Strongest force on any atom ... 3.1 eV/A



[12]
Entry from the OMol25 dataset: C3H4S2 in the gas phase (ωB97M-V/def2-TZVPD).

Cartesian coordinates (Å):
S -3.35 0.27 -0.31
C -1.68 0.17 -0.32
C -0.47 -0.19 -0.17
C 0.96 -0.43 -0.04
S 2.10 1.06 -0.32
H -3.29 0.70 0.97
H 1.22 -0.89 1.00
H 1.20 -1.24 -0.81
H 3.31 0.54 -0.01

DFT total energy ... -912.9862 Eh
Frontier orbital gap ... 9.473 eV
ΔE to the lowest compared entry with this formula, charge and spin ... 46.63 kcal per mole
Highest occupied orbital energy ... -8.80 eV
LUMO ... 0.672 eV
Strongest force on any atom ... 6.2 eV/A